DFT (ωB97M-V/def2-TZVPD) results for a cluster of 9 separate species, C27H71NO9 in total.

relative energy (zero: lowest compared OMol25 entry of this formula, charge and spin) = 16.3 kJ/mol
SMILES = CC1(C)CCCC(C)(C)N1O.CC(C)O.CC(C)O.CC(C)O.CC(C)O.CC(C)O.CC(C)O.O.O

Each line ends with the Löwdin charge.
Positions of all 108 atoms, in Å:
C (-3.989, 2.502, -2.325)  -0.026
C (-4.959, 1.325, -2.478)  -0.511
C (-6.394, 1.861, -2.339)  -0.041
C (-4.875, 0.602, -3.813)  -0.140
C (-3.660, -0.317, -3.973)  -0.169
C (-3.650, -1.330, -2.846)  -0.137
C (-3.661, -0.656, -1.436)  -0.487
C (-3.962, -1.741, -0.392)  -0.024
C (-2.264, -0.050, -1.153)  -0.013
N (-4.763, 0.308, -1.422)  -0.103
O (-4.931, 0.884, -0.141)  -0.022
H (-4.203, 3.346, -2.989)  0.087
H (-4.078, 2.929, -1.323)  0.083
H (-2.936, 2.289, -2.500)  0.058
H (-6.718, 2.488, -3.166)  0.087
H (-7.101, 1.042, -2.186)  0.086
H (-6.476, 2.430, -1.409)  0.077
H (-5.822, 0.067, -3.918)  0.119
H (-4.837, 1.274, -4.676)  0.123
H (-3.707, -0.827, -4.933)  0.113
H (-2.744, 0.258, -3.825)  0.102
H (-2.730, -1.908, -2.972)  0.120
H (-4.506, -2.007, -2.790)  0.121
H (-5.021, -1.937, -0.243)  0.089
H (-3.464, -1.512, 0.551)  0.072
H (-3.471, -2.634, -0.787)  0.077
H (-1.507, -0.795, -0.889)  0.068
H (-2.345, 0.450, -0.177)  0.067
H (-1.958, 0.673, -1.899)  0.055
H (-5.699, 0.422, 0.215)  0.107
C (-1.871, 1.231, 4.455)  -0.059
C (-1.255, 1.148, 3.092)  -0.471
C (-1.903, 2.079, 2.059)  -0.047
O (0.117, 1.509, 3.282)  -0.089
H (-2.889, 0.848, 4.573)  0.081
H (-1.841, 2.255, 4.835)  0.086
H (-1.358, 0.666, 5.241)  0.079
H (-1.253, 0.146, 2.648)  0.124
H (-2.931, 1.766, 1.867)  0.075
H (-1.308, 2.143, 1.147)  0.062
H (-1.970, 3.113, 2.409)  0.086
H (0.561, 1.849, 2.475)  0.043
C (1.785, 5.005, 1.509)  -0.049
C (2.478, 3.635, 1.509)  -0.443
C (3.025, 3.274, 2.883)  -0.040
O (1.488, 2.649, 1.186)  -0.100
H (1.491, 5.384, 2.488)  0.080
H (0.940, 5.135, 0.825)  0.078
H (2.445, 5.779, 1.090)  0.077
H (3.297, 3.684, 0.782)  0.136
H (2.182, 3.275, 3.574)  0.082
H (3.729, 4.062, 3.166)  0.087
H (3.580, 2.340, 2.933)  0.076
H (1.096, 2.893, 0.332)  0.057
C (3.084, -1.021, 3.486)  -0.069
C (2.328, -1.159, 4.796)  -0.495
C (3.015, -1.995, 5.810)  -0.066
O (2.191, 0.158, 5.350)  -0.068
H (4.015, -0.467, 3.603)  0.084
H (2.491, -0.568, 2.688)  0.056
H (3.279, -2.037, 3.116)  0.075
H (1.319, -1.503, 4.528)  0.129
H (4.036, -1.694, 6.053)  0.087
H (3.175, -3.025, 5.466)  0.081
H (2.438, -2.117, 6.728)  0.082
H (1.642, 0.721, 4.786)  0.053
C (2.642, -0.452, -5.015)  -0.044
C (1.560, -1.208, -4.206)  -0.454
C (1.955, -2.591, -3.792)  -0.048
O (1.440, -0.374, -3.031)  -0.097
H (2.485, 0.574, -5.323)  0.076
H (2.908, -1.108, -5.858)  0.079
H (3.595, -0.522, -4.478)  0.065
H (0.608, -1.167, -4.749)  0.133
H (1.133, -3.062, -3.256)  0.084
H (2.909, -2.619, -3.265)  0.076
H (2.177, -3.172, -4.697)  0.087
H (1.077, -0.853, -2.271)  0.056
C (4.362, -1.700, -0.196)  -0.048
C (4.804, -0.291, -0.626)  -0.443
C (5.834, -0.442, -1.736)  -0.060
O (3.639, 0.384, -1.154)  -0.084
H (3.711, -1.713, 0.674)  0.058
H (5.290, -2.197, 0.122)  0.082
H (3.997, -2.320, -1.015)  0.077
H (5.208, 0.225, 0.244)  0.138
H (6.172, 0.506, -2.161)  0.080
H (5.366, -0.881, -2.623)  0.069
H (6.629, -1.079, -1.347)  0.080
H (3.226, -0.262, -1.745)  0.047
C (-1.246, -4.520, 0.707)  -0.058
C (-0.594, -3.185, 0.715)  -0.531
C (0.257, -2.868, 1.962)  -0.054
O (0.144, -2.868, -0.437)  -0.051
H (-2.059, -4.607, -0.019)  0.071
H (-1.704, -4.689, 1.682)  0.086
H (-0.568, -5.343, 0.456)  0.086
H (-1.442, -2.511, 0.961)  0.109
H (1.079, -3.589, 2.023)  0.088
H (-0.337, -2.988, 2.872)  0.081
H (0.610, -1.843, 1.902)  0.047
H (0.555, -1.987, -0.337)  0.026
O (0.919, 2.115, -1.500)  -0.046
H (0.373, 2.012, -2.288)  0.052
H (1.749, 2.487, -1.827)  0.065
O (1.174, -0.345, -0.044)  -0.063
H (1.823, 0.352, 0.151)  0.043
H (0.318, 0.104, -0.009)  0.042

DFT (ωB97M-V/def2-TZVPD) results for a cluster of 9 separate species, C27H72O27S9 in total.

relative energy (zero: lowest compared OMol25 entry of this formula, charge and spin) = 457.4 kJ/mol
SMILES = CCOS(C)(=O)=O.CCOS(C)(=O)=O.CCOS(C)(=O)=O.CCOS(C)(=O)=O.CCOS(C)(=O)=O.CCOS(C)(=O)=O.CCOS(C)(=O)=O.CCOS(C)(=O)=O.CCOS(C)(=O)=O

Each line ends with the Löwdin charge.
Positions of all 135 atoms, in Å:
C (-0.761, 2.779, -1.453)  -0.054
C (-0.327, 1.920, -2.632)  -0.268
O (-1.077, 0.691, -2.614)  -0.282
S (-1.475, -0.003, -4.056)  0.657
C (0.140, -0.589, -4.730)  -0.083
O (-2.401, -1.097, -3.739)  -0.317
O (-1.994, 1.018, -4.958)  -0.305
H (-0.152, 3.682, -1.450)  0.079
H (-0.606, 2.347, -0.464)  0.050
H (-1.820, 2.993, -1.595)  0.085
H (-0.355, 2.566, -3.509)  0.127
H (0.714, 1.629, -2.485)  0.100
H (0.495, -1.257, -3.945)  0.041
H (0.750, 0.291, -4.934)  0.070
H (-0.205, -1.126, -5.614)  0.071
C (1.939, -6.418, -5.255)  -0.093
C (0.496, -6.851, -4.971)  -0.261
O (-0.219, -5.930, -4.137)  -0.279
S (-0.711, -4.392, -4.541)  0.709
C (-2.557, -4.626, -4.409)  -0.086
O (-0.184, -3.469, -3.530)  -0.303
O (-0.404, -4.268, -5.986)  -0.324
H (2.494, -6.234, -4.335)  0.080
H (1.966, -5.593, -5.966)  0.069
H (2.480, -7.197, -5.793)  0.077
H (0.105, -6.990, -5.979)  0.118
H (0.711, -7.761, -4.412)  0.121
H (-2.921, -5.446, -5.028)  0.069
H (-3.044, -3.669, -4.593)  0.058
H (-2.770, -4.947, -3.389)  0.064
C (-5.141, 1.509, -0.352)  -0.084
C (-6.402, 0.662, -0.302)  -0.271
O (-6.937, 0.802, 1.008)  -0.266
S (-8.152, 1.892, 1.156)  0.650
C (-9.597, 0.984, 0.586)  -0.114
O (-8.380, 2.050, 2.571)  -0.269
O (-7.886, 2.999, 0.222)  -0.291
H (-4.586, 1.380, -1.281)  0.082
H (-4.393, 1.398, 0.434)  0.073
H (-5.425, 2.551, -0.208)  0.068
H (-7.096, 0.966, -1.086)  0.118
H (-5.887, -0.272, -0.526)  0.116
H (-10.421, 1.659, 0.816)  0.075
H (-9.812, 0.060, 1.123)  0.055
H (-9.581, 0.864, -0.497)  0.070
C (6.783, -2.401, -2.586)  -0.061
C (5.329, -1.997, -2.857)  -0.255
O (5.503, -0.845, -3.680)  -0.273
S (4.399, 0.375, -3.631)  0.703
C (5.064, 1.257, -2.104)  -0.088
O (4.614, 1.321, -4.774)  -0.315
O (3.079, -0.147, -3.397)  -0.300
H (7.303, -2.756, -3.475)  0.083
H (6.831, -3.222, -1.870)  0.079
H (7.300, -1.533, -2.176)  0.060
H (4.790, -2.803, -3.354)  0.130
H (4.887, -1.740, -1.894)  0.072
H (6.138, 1.413, -2.201)  0.055
H (4.910, 0.551, -1.288)  0.030
H (4.599, 2.203, -1.825)  0.049
C (-4.377, -0.096, 4.102)  -0.047
C (-5.595, -0.998, 3.867)  -0.328
O (-6.695, -0.685, 4.642)  -0.231
S (-7.924, -1.774, 4.769)  0.706
C (-8.609, -1.811, 3.008)  -0.080
O (-7.325, -3.106, 5.079)  -0.325
O (-8.869, -1.156, 5.687)  -0.288
H (-4.076, 0.024, 5.143)  0.066
H (-4.558, 0.905, 3.712)  0.076
H (-3.490, -0.535, 3.644)  0.071
H (-5.800, -1.008, 2.797)  0.098
H (-5.234, -2.020, 3.981)  0.114
H (-9.545, -2.361, 3.106)  0.069
H (-7.861, -2.264, 2.357)  0.064
H (-8.691, -0.776, 2.675)  0.022
C (-2.133, -1.682, -0.499)  -0.052
C (-1.459, -0.729, 0.506)  -0.275
O (-0.317, -1.286, 1.153)  -0.238
S (0.999, -0.281, 1.361)  0.670
C (1.799, -0.280, -0.326)  -0.067
O (0.450, 1.055, 1.566)  -0.335
O (1.911, -0.827, 2.328)  -0.283
H (-3.147, -1.337, -0.703)  0.072
H (-2.321, -2.664, -0.064)  0.075
H (-1.564, -1.962, -1.385)  0.058
H (-1.214, 0.159, -0.078)  0.078
H (-2.206, -0.384, 1.222)  0.109
H (2.495, 0.559, -0.283)  0.044
H (1.036, -0.088, -1.080)  0.047
H (2.296, -1.222, -0.557)  0.066
C (6.121, 2.953, 1.081)  -0.072
C (4.815, 3.248, 1.740)  -0.273
O (4.508, 4.433, 1.022)  -0.278
S (3.051, 4.527, 0.183)  0.688
C (1.903, 4.759, 1.608)  -0.084
O (3.121, 5.691, -0.684)  -0.271
O (2.797, 3.204, -0.398)  -0.325
H (6.054, 2.906, -0.005)  0.075
H (6.513, 1.980, 1.379)  0.053
H (6.853, 3.724, 1.322)  0.093
H (4.144, 2.422, 1.502)  0.104
H (4.884, 3.365, 2.821)  0.130
H (1.808, 3.855, 2.210)  0.065
H (0.980, 5.035, 1.098)  0.055
H (2.304, 5.612, 2.155)  0.073
C (-1.865, 3.885, 2.461)  -0.062
C (-1.863, 4.201, 3.958)  -0.272
O (-2.405, 3.114, 4.706)  -0.262
S (-1.476, 2.363, 5.818)  0.691
C (-0.243, 1.504, 4.700)  -0.089
O (-0.711, 3.317, 6.668)  -0.321
O (-2.336, 1.355, 6.450)  -0.301
H (-2.908, 3.957, 2.153)  0.078
H (-1.401, 2.933, 2.205)  0.057
H (-1.482, 4.628, 1.761)  0.070
H (-0.945, 4.583, 4.404)  0.111
H (-2.536, 5.058, 3.994)  0.120
H (0.354, 0.879, 5.364)  0.074
H (0.337, 2.275, 4.194)  0.049
H (-0.793, 0.977, 3.920)  0.049
C (8.403, 0.402, -0.127)  -0.060
C (7.805, -0.581, 0.904)  -0.265
O (6.926, -1.578, 0.343)  -0.276
S (5.350, -1.685, 0.937)  0.690
C (5.692, -2.377, 2.624)  -0.075
O (4.863, -0.337, 1.069)  -0.301
O (4.557, -2.691, 0.178)  -0.294
H (7.609, 0.822, -0.745)  0.046
H (9.010, -0.082, -0.893)  0.077
H (8.966, 1.205, 0.349)  0.088
H (8.663, -1.016, 1.417)  0.121
H (7.317, 0.052, 1.645)  0.086
H (6.124, -3.371, 2.505)  0.075
H (4.692, -2.433, 3.053)  0.069
H (6.324, -1.675, 3.168)  0.066

no.,Kohn-Sham gap (eV),HOMO energy (eV)
1,8.9,-8.50
2,10.7,-10.80